A 2-piece molecular cluster, CH5N2 overall, computed with the ωB97M-V functional and the def2-TZVPD basis.

The geometry in XYZ format:
```
8
Properties=species:S:1:pos:R:3:forces:R:3
C -0.065 -0.554 -0.076 1.7651 -2.2697 0.8176
N 1.146 -0.112 0.128 3.1246 3.8312 -0.0308
N -1.203 0.041 -0.094 -3.6636 2.9512 -1.8391
H -0.202 -1.668 -0.036 0.6728 0.8099 -0.4184
H 2.113 -0.554 -0.028 -2.6512 0.2736 0.3676
H 1.714 1.620 0.314 -1.8075 -4.0642 -0.5516
H -2.060 -0.526 -0.410 1.9127 1.1510 0.9631
H -1.339 1.112 -0.274 0.6470 -2.6830 0.6916
```
Forces are in eV/Å.

- DFT total energy (eV) = -4087.3901
- E_LUMO (spin up / spin down) (eV) = -6.95 / -6.94
- ΔE to the lowest compared entry with this formula, charge and spin (kcal/mol) = 106.0
- orbital gap (spin up / spin down) (eV) = 9.18 / 9.18
- strongest force on any atom (eV/A) = 5.05
- total charge = +1



An isolated ion of composition CH5N2O and charge +1, computed with the ωB97M-V functional and the def2-TZVPD basis.

The geometry in XYZ format:
```
9
Properties=species:S:1:pos:R:3:forces:R:3
N 1.154 -0.674 -0.007 -0.1705 -3.6650 1.0286
C 0.515 0.436 -0.017 -1.8189 -1.9667 -0.3904
N -0.781 0.518 0.039 -3.5071 1.5547 -0.6527
O -1.582 -0.641 -0.084 0.5202 0.4115 1.9916
H 0.494 -1.568 0.130 2.5120 2.2820 -0.4553
H 2.206 -0.683 0.079 -1.8590 -0.3191 -0.2524
H 1.012 1.277 -0.225 1.8417 3.4524 -0.2299
H -1.368 1.407 -0.198 1.8812 -2.0342 0.5859
H -1.979 -0.790 0.837 0.6004 0.2845 -1.6255
```
Forces are in eV/Å.

- SMILES = [NH2+]=CNO
- DFT total energy (eV) = -6136.9565
- E_LUMO (eV) = -3.89
- ΔE to the lowest compared entry with this formula, charge and spin (kcal/mol) = 49.0
- orbital gap (eV) = 12.29
- strongest force on any atom (eV/A) = 3.92
- total charge = +1



A 2-piece molecular cluster, CH5N2P overall, computed with the ωB97M-V functional and the def2-TZVPD basis.

The geometry in XYZ format:
```
9
Properties=species:S:1:pos:R:3:forces:R:3
C 0.522 0.553 -0.632 -2.8612 -0.0171 1.6966
N -2.194 -1.271 2.225 -0.4807 1.7134 1.7483
N -0.949 0.170 -0.663 1.4415 -1.5394 1.2071
P -1.867 0.160 1.921 0.7422 0.6818 -1.6098
H 0.697 1.421 -0.035 0.0802 0.9512 0.4877
H 0.934 -0.250 -0.063 0.8876 -0.6833 -0.1645
H 1.007 0.750 -1.549 0.1588 -0.3230 -1.3750
H -2.088 -2.107 1.774 0.3024 -2.4595 -1.4929
H -1.628 0.884 -0.732 -0.2707 1.6759 -0.4975
```
Forces are in eV/Å.

- DFT total energy (eV) = -13383.1913
- E_LUMO (spin up / spin down) (eV) = -0.44 / -0.61
- ΔE to the lowest compared entry with this formula, charge and spin (kcal/mol) = 77.9
- orbital gap (spin up / spin down) (eV) = 8.57 / 6.75
- strongest force on any atom (eV/A) = 3.33



An isolated ion of composition CH5N2S and charge +1, computed with the ωB97M-V functional and the def2-TZVPD basis.

The geometry in XYZ format:
```
9
Properties=species:S:1:pos:R:3:forces:R:3
N 1.593 0.005 -0.076 -1.4349 -0.2042 0.3727
C 0.385 0.489 -0.072 -0.6535 4.3113 -1.8890
N -0.726 -0.198 0.056 1.8358 -1.0674 0.6268
S -2.308 0.331 -0.257 -0.6837 0.4264 -0.1125
H 2.366 0.603 -0.155 1.1661 0.6334 0.0253
H 1.653 -0.883 0.321 1.1180 -1.8209 0.4290
H 0.412 1.711 -0.372 -0.9086 -3.6159 0.9262
H -0.715 -1.215 0.319 0.6183 1.4499 -0.4792
H -2.660 -0.843 0.237 -1.0575 -0.1126 0.1006
```
Forces are in eV/Å.

- SMILES = N/C=[NH+]/S
- DFT total energy (eV) = -14925.4616
- E_LUMO (eV) = -4.04
- ΔE to the lowest compared entry with this formula, charge and spin (kcal/mol) = 23.2
- orbital gap (eV) = 9.88
- strongest force on any atom (eV/A) = 4.75
- total charge = +1



One molecule with the formula CH5N3, computed with the ωB97M-V functional and the def2-TZVPD basis.

The geometry in XYZ format:
```
9
Properties=species:S:1:pos:R:3:forces:R:3
H -1.621 -1.609 0.610 -0.1386 -0.0302 0.1215
N -1.379 -1.463 -0.368 0.4552 0.3065 -0.0841
C -0.432 -0.620 -0.473 0.0568 0.0423 0.2352
N 0.246 0.051 0.539 -0.4154 -0.3304 0.0366
N 1.008 1.199 0.266 -0.1646 0.2768 -0.5964
H -0.025 -0.372 -1.453 -0.0909 -0.0500 -0.0959
H -0.226 0.104 1.431 0.1192 -0.0226 -0.1046
H 0.527 1.790 -0.423 0.2705 -0.2201 0.3818
H 1.902 0.922 -0.128 -0.0921 0.0278 0.1058
```
Forces are in eV/Å.

- SMILES = [H]/N=C\NN
- DFT total energy (eV) = -5587.1462
- E_LUMO (eV) = 1.06
- ΔE to the lowest compared entry with this formula, charge and spin (kcal/mol) = 42.2
- orbital gap (eV) = 10.45
- strongest force on any atom (eV/A) = 0.68



One molecule with the formula CH5N3, computed with the ωB97M-V functional and the def2-TZVPD basis.

The geometry in XYZ format:
```
9
Properties=species:S:1:pos:R:3:forces:R:3
H 1.156 -1.581 -0.369 -1.0435 0.7596 -0.2292
N 1.675 -0.733 -0.177 0.9152 4.9762 3.5056
C 1.098 0.459 0.179 0.3147 -5.4411 -4.8104
N -0.243 0.492 -0.405 -2.6676 2.8589 2.9558
N -1.116 -0.691 0.018 -1.2522 3.0641 0.9664
H 1.697 1.411 0.331 -0.8873 -1.4201 0.0438
H -1.013 1.327 -0.167 3.6958 -1.7941 -0.4176
H -1.885 -0.171 -0.541 0.2747 -2.5284 1.4903
H -1.370 -0.513 1.131 0.6503 -0.4750 -3.5047
```
Forces are in eV/Å.

- SMILES = [H]/N=C\NN
- DFT total energy (eV) = -5584.2647
- E_LUMO (eV) = 0.50
- ΔE to the lowest compared entry with this formula, charge and spin (kcal/mol) = 108.7
- orbital gap (eV) = 9.54
- strongest force on any atom (eV/A) = 7.27